(1)
Formula: CH3IOS
Source: the OMol25 dataset
Level of theory: wB97M-V/def2-TZVPD

Calculated values
**Gap between HOMO and LUMO (spin up / spin down)**: 7.6 / 7.5 eV
**Energy above the lowest of the compared OMol25 structures with the same formula, charge and spin**: 3.480 eV
**Net charge**: 0
**F_max**: 4.0 eV Å⁻¹
**Highest occupied orbital energy (spin up / spin down)**: -8.3466 / -7.8480 eV
**Electronic energy**: -22064.600 eV

Element x y z (Å)
C -0.08019 -1.32307 -0.37810
O -1.09619 1.17871 -0.21838
S 0.13161 1.91462 0.10549
I 1.61319 -0.44697 0.10888
H -0.41333 -2.26073 0.08355
H -0.49643 -0.92559 -1.18443
H 0.34134 1.86303 1.48300

***

(2)
Formula: CH3IOS2
Source: the OMol25 dataset
Level of theory: wB97M-V/def2-TZVPD

Calculated values
**Gap between HOMO and LUMO**: 8.4 eV
**Energy above the lowest of the compared OMol25 structures with the same formula, charge and spin**: 0.608 eV
**Net charge**: 0
**F_max**: 4.1 eV Å⁻¹
**Highest occupied orbital energy**: -9.2422 eV
**Electronic energy**: -32903.211 eV

Element x y z (Å)
C -0.26973 -0.45913 -0.43569
O -2.51509 1.02536 -0.14237
S -0.45805 0.71318 -1.87141
S -2.23938 1.69970 -1.39069
I -1.65317 4.04381 -0.93607
H 0.77003 -0.78119 -0.52454
H -0.96988 -1.23141 -0.59974
H -0.25951 0.04061 0.42881

***

(3)
Formula: CH3IOS2
Source: the OMol25 dataset
Level of theory: wB97M-V/def2-TZVPD

Calculated values
**Gap between HOMO and LUMO (spin up / spin down)**: 6.9 / 5.5 eV
**Energy above the lowest of the compared OMol25 structures with the same formula, charge and spin**: 4.248 eV
**Net charge**: 0
**F_max**: 4.4 eV Å⁻¹
**Multiplicity**: 3
**Highest occupied orbital energy (spin up / spin down)**: -7.1315 / -8.1729 eV
**Electronic energy**: -32897.484 eV

Element x y z (Å)
C -0.08989 0.42357 0.70155
O 1.96509 0.39200 -1.14632
S -2.39012 -0.74688 -0.69717
S -0.49742 -0.36575 -0.96378
I 2.09791 0.60514 0.66888
H -0.41377 1.41444 0.64541
H -0.63914 -0.16348 1.38264
H -0.03266 -1.55903 -0.59121